(1)
{
  "formula": "C3H4N2O2",
  "method": "ωB97M-V/def2-TZVPD",
  "lumo_ev": 0.60,
  "homo_lumo_gap_ev": 9.346,
  "e_above_lowest_ev": 7.2771,
  "charge": 0,
  "e_homo_ev": -8.74,
  "symbols": ["N", "C", "C", "O", "C", "O", "N", "H", "H", "H", "H"],
  "positions_angstrom": [[0.7590, -0.6548, 1.5300], [-0.0540, -0.3379, 0.5025], [-0.0958, -0.9237, -0.7706], [-1.3517, -0.3252, -1.3956], [-0.5552, 0.6664, -1.0215], [0.3690, 1.1074, -1.8187], [-0.6586, 0.9399, 0.4205], [1.1364, 0.1065, 2.0759], [1.3426, -1.4734, 1.4226], [0.7235, -0.1214, -1.7080], [-1.6152, 1.0162, 0.7629]],
  "lowdin_charge": [0.171, -0.386, 0.017, 0.057, -0.627, 0.013, 0.182, 0.113, 0.113, 0.212, 0.135]
}



(2)
{
  "formula": "C13H25BrNO9PS3",
  "method": "ωB97M-V/def2-TZVPD",
  "lumo_ev": -0.02,
  "homo_lumo_gap_ev": 8.272,
  "charge": 0,
  "e_homo_ev": -8.29,
  "symbols": ["C", "C", "C", "N", "C", "P", "O", "Br", "C", "O", "S", "O", "O", "O", "H", "H", "H", "H", "H", "H", "H", "H", "H", "C", "C", "C", "S", "O", "O", "C", "H", "H", "H", "H", "H", "H", "H", "H", "C", "C", "C", "S", "O", "O", "C", "H", "H", "H", "H", "H", "H", "H", "H"],
  "positions_angstrom": [[1.0741, -0.9790, 1.1127], [0.2695, 0.0471, 0.1603], [0.9147, 0.3284, -1.2841], [-0.8378, 0.6464, 0.5851], [-2.0641, 0.1217, -0.0416], [-3.3979, 1.4097, 0.5500], [-2.4894, 2.7977, 1.0402], [-4.6274, 2.1454, -1.2092], [-2.7133, -1.2566, 0.4715], [-3.2920, -1.9783, -0.6829], [-2.2362, -1.5052, -1.9319], [-2.7793, -1.5016, -3.3204], [-1.0261, -2.3323, -1.6164], [-2.2164, 0.1315, -1.4957], [1.7864, -0.3410, 1.7516], [1.7309, -1.7010, 0.5231], [0.3687, -1.6012, 1.7643], [2.0363, 0.1452, -1.3279], [0.4409, -0.3270, -2.1080], [0.6195, 1.4085, -1.5589], [-1.9365, 2.9917, 0.2368], [-3.6767, -0.9407, 1.0219], [-2.1640, -1.8997, 1.2321], [2.4924, -3.2829, 6.3597], [2.9455, -1.8796, 6.7678], [3.8780, -1.3614, 5.6710], [3.3719, -2.1741, 4.1589], [4.4409, -3.0409, 3.7220], [2.7569, -1.2042, 3.2783], [2.0931, -3.1783, 4.8936], [1.6639, -3.6368, 6.9764], [3.3232, -3.9867, 6.4725], [2.0723, -1.2242, 6.8489], [3.4438, -1.8825, 7.7395], [3.7927, -0.2816, 5.5467], [4.9167, -1.6320, 5.8680], [2.0443, -4.1441, 4.3913], [1.1455, -2.6469, 4.7807], [-1.6304, 3.1614, -6.2719], [-0.1748, 2.8549, -5.9128], [-0.0853, 2.7758, -4.3874], [-1.7010, 2.2553, -3.8179], [-2.2871, 3.3325, -3.0544], [-1.6142, 0.9055, -3.3066], [-2.4731, 2.2156, -5.4259], [-1.8224, 3.0245, -7.3379], [-1.8628, 4.2003, -6.0166], [0.1131, 1.8930, -6.3491], [0.5068, 3.6110, -6.3087], [0.6624, 2.0505, -4.0649], [0.1296, 3.7516, -3.9480], [-3.5153, 2.5235, -5.3458], [-2.4109, 1.1913, -5.8000]],
  "lowdin_charge": [-0.038, -0.243, -0.029, 0.049, -0.621, 0.675, -0.388, 0.313, -0.177, -0.225, 0.800, -0.264, -0.279, -0.346, 0.075, 0.095, 0.083, 0.088, 0.083, 0.086, 0.043, 0.089, 0.138, -0.224, -0.218, -0.222, 0.685, -0.312, -0.353, -0.232, 0.118, 0.122, 0.119, 0.116, 0.105, 0.107, 0.111, 0.110, -0.222, -0.216, -0.222, 0.669, -0.367, -0.360, -0.220, 0.117, 0.121, 0.119, 0.115, 0.096, 0.107, 0.112, 0.114]
}



(3)
{
  "formula": "C2H3IN2O",
  "method": "ωB97M-V/def2-TZVPD",
  "lumo_ev": [-2.03, -2.03],
  "homo_lumo_gap_ev": [7.027, 7.024],
  "e_above_lowest_ev": 2.6489,
  "charge": 0,
  "e_homo_ev": [-9.06, -9.05],
  "symbols": ["C", "C", "N", "N", "O", "I", "H", "H", "H"],
  "positions_angstrom": [[0.7245, 0.2595, 0.7908], [-0.1183, -0.0848, -1.0818], [0.6318, -1.2156, 0.5911], [0.1036, -1.3078, -0.5331], [0.5275, 0.8840, -0.5081], [-2.6302, 0.3692, 0.1542], [-0.3446, 0.4321, 1.3151], [1.5393, 0.5647, 1.3716], [-0.4337, 0.0986, -2.0998]],
  "lowdin_charge": [-0.183, -0.383, 0.089, 0.004, -0.030, 0.220, 0.051, 0.110, 0.121]
}



(4)
{
  "formula": "CH2S3",
  "method": "ωB97M-V/def2-TZVPD",
  "lumo_ev": [-0.61, -1.66],
  "homo_lumo_gap_ev": [8.043, 6.303],
  "e_above_lowest_ev": 3.2094,
  "charge": 0,
  "e_homo_ev": [-8.65, -7.96],
  "symbols": ["C", "S", "S", "S", "H", "H"],
  "positions_angstrom": [[0.6731, 0.0032, 1.7498], [-0.7948, -0.6286, 1.7509], [-1.1426, 0.2503, -1.2005], [0.7575, 0.7946, -1.2823], [1.4274, 0.3960, 1.1060], [-0.9206, -0.8154, -2.1238]],
  "lowdin_charge": [-0.503, 0.607, 0.126, 0.013, -0.114, -0.129]
}



(5)
{
  "formula": "C26H57B2NO13P",
  "method": "ωB97M-V/def2-TZVPD",
  "lumo_ev": 1.91,
  "homo_lumo_gap_ev": 5.357,
  "e_above_lowest_ev": 1.3652,
  "charge": -1,
  "e_homo_ev": -3.44,
  "symbols": ["N", "B", "O", "B", "O", "C", "C", "P", "O", "O", "O", "H", "H", "H", "H", "H", "H", "H", "H", "H", "C", "C", "O", "C", "H", "H", "H", "H", "H", "H", "C", "C", "O", "C", "H", "H", "H", "H", "H", "H", "C", "C", "O", "C", "H", "H", "H", "H", "H", "H", "C", "C", "O", "C", "H", "H", "H", "H", "H", "H", "C", "C", "O", "C", "H", "H", "H", "H", "H", "H", "C", "C", "O", "C", "H", "H", "H", "H", "H", "H", "C", "C", "O", "C", "H", "H", "H", "H", "H", "H", "C", "C", "O", "C", "H", "H", "H", "H", "H", "H"],
  "positions_angstrom": [[0.5358, 0.6063, -3.6522], [0.4493, -0.2852, -2.4280], [-0.8743, -0.6386, -1.9647], [1.8844, -0.8419, -1.7393], [1.9590, -1.1122, -0.2742], [3.1282, -1.9173, -0.1957], [2.9751, -2.8940, -1.4331], [4.5030, -3.1051, -2.5220], [3.7836, -3.6872, -3.9533], [4.9774, -1.5341, -2.9342], [2.0450, -2.2103, -2.3039], [1.1327, 1.3930, -3.4259], [1.0808, 0.0736, -4.3252], [-1.1171, -1.4355, -2.4188], [2.7931, -0.0515, -1.9362], [3.9403, -1.1842, -0.3095], [3.2128, -2.5350, 0.7043], [2.4334, -3.8261, -1.2015], [2.9233, -4.0159, -3.7000], [4.3699, -1.2868, -3.6452], [-3.1357, -1.4634, -6.5470], [-2.0167, -0.6422, -5.9536], [-0.8800, -1.0485, -5.9519], [-2.3810, 0.6969, -5.3689], [-2.7339, -2.4002, -6.9304], [-3.8808, -1.6860, -5.7811], [-3.6035, -0.9172, -7.3682], [-3.0948, 0.5648, -4.5536], [-2.8152, 1.3315, -6.1469], [-1.4841, 1.1733, -4.9734], [6.2338, 1.3812, -7.1289], [5.4186, 0.2292, -6.6054], [4.6442, 0.3820, -5.6922], [5.6027, -1.1143, -7.2612], [5.9897, 2.2761, -6.5604], [7.2993, 1.1708, -7.0175], [5.9983, 1.5593, -8.1792], [6.6384, -1.4413, -7.1552], [5.3419, -1.0507, -8.3194], [4.9529, -1.8437, -6.7804], [-1.3609, -1.2358, 3.5849], [0.0932, -1.2914, 3.9674], [0.4530, -1.8378, 4.9929], [1.0749, -0.6474, 3.0305], [-1.9530, -1.7386, 4.3457], [-1.6858, -0.1953, 3.5125], [-1.5149, -1.7404, 2.6327], [0.8550, 0.4169, 2.9317], [1.0301, -1.1249, 2.0464], [2.0822, -0.7631, 3.4277], [-3.4375, -5.0040, 4.8777], [-3.6848, -4.5914, 3.4495], [-3.0468, -3.7060, 2.9347], [-4.7585, -5.3283, 2.6911], [-2.6406, -4.3925, 5.2980], [-4.3434, -4.8604, 5.4695], [-3.1350, -6.0517, 4.9157], [-5.7217, -5.1989, 3.1879], [-4.5129, -6.3901, 2.6349], [-4.8261, -4.9286, 1.6812], [3.0862, 6.2771, -6.5947], [3.5509, 4.8440, -6.6484], [4.2290, 4.4376, -7.5645], [3.1379, 3.9385, -5.5179], [3.4554, 6.8112, -7.4689], [1.9958, 6.3147, -6.5922], [3.4729, 6.7601, -5.6961], [2.0495, 3.8757, -5.4688], [3.5264, 4.3215, -4.5727], [3.5395, 2.9395, -5.6831], [6.0718, -2.0072, 3.7907], [4.6528, -2.4786, 3.6014], [4.2516, -2.8352, 2.5201], [3.7563, -2.4839, 4.8128], [6.5983, -2.0552, 2.8391], [6.0772, -0.9752, 4.1453], [6.5840, -2.6475, 4.5113], [3.6616, -1.4729, 5.2124], [4.1687, -3.1451, 5.5777], [2.7673, -2.8412, 4.5330], [-4.6137, 2.0165, 5.7537], [-4.0107, 1.2815, 6.9214], [-4.2498, 1.6097, 8.0626], [-3.1001, 0.1230, 6.6118], [-5.2439, 2.8245, 6.1196], [-3.8248, 2.4426, 5.1325], [-5.2232, 1.3342, 5.1585], [-2.2451, 0.4659, 6.0281], [-3.6443, -0.6407, 6.0540], [-2.7379, -0.3119, 7.5414], [-8.3490, 6.2485, 4.9462], [-7.3241, 5.4358, 5.6941], [-6.2122, 5.2678, 5.2532], [-7.7416, 4.8409, 7.0141], [-7.9139, 6.6133, 4.0179], [-9.2158, 5.6290, 4.7103], [-8.6603, 7.1025, 5.5501], [-8.5824, 4.1610, 6.8671], [-8.0269, 5.6345, 7.7067], [-6.9092, 4.2840, 7.4411]],
  "lowdin_charge": [0.099, -0.364, 0.050, -0.694, -0.103, -0.213, -0.400, 0.873, -0.330, -0.325, -0.139, 0.042, 0.058, 0.058, 0.092, 0.108, 0.082, 0.114, 0.017, 0.018, -0.036, -0.510, 0.074, -0.034, 0.076, 0.079, 0.077, 0.086, 0.077, 0.054, -0.024, -0.501, 0.076, -0.020, 0.069, 0.082, 0.086, 0.084, 0.081, 0.082, -0.034, -0.489, 0.036, 0.001, 0.054, 0.083, 0.082, 0.092, 0.089, 0.062, -0.020, -0.500, 0.077, -0.026, 0.081, 0.083, 0.084, 0.082, 0.083, 0.082, -0.031, -0.507, 0.057, -0.012, 0.076, 0.083, 0.082, 0.089, 0.091, 0.068, -0.025, -0.495, 0.068, -0.032, 0.083, 0.082, 0.079, 0.086, 0.083, 0.068, -0.017, -0.505, 0.057, -0.023, 0.055, 0.092, 0.088, 0.082, 0.083, 0.084, -0.027, -0.509, 0.071, -0.022, 0.081, 0.084, 0.083, 0.086, 0.084, 0.077]
}